Computed, not measured: a structure of composition C21H27HfN4O4PS2, with ωB97M-V/def2-TZVPD.

Each line ends with the Löwdin charge.
Element x y z (Å)
Hf1 -0.415 0.969 0.058  1.47
C1 3.409 2.016 -3.979  -0.35
S1 1.627 1.774 -4.117  0.92
C2 1.098 2.012 -2.500  -1.10
S2 -0.657 1.912 -2.289  0.58
N1 1.943 2.239 -1.535  -0.02
N2 1.271 2.390 -0.340  -0.18
C3 1.724 3.144 0.578  0.00
C4 0.855 3.325 1.747  -0.23
C5 1.177 4.198 2.766  0.04
C6 0.254 4.418 3.783  0.01
C7 -0.964 3.766 3.735  0.00
C8 -1.211 2.897 2.684  -0.09
N3 -0.332 2.667 1.708  0.01
H1 3.757 2.184 -4.996  0.05
H2 3.617 2.889 -3.370  0.04
H3 3.900 1.142 -3.560  0.04
H4 2.664 3.679 0.481  0.16
H5 2.132 4.705 2.762  0.14
H6 0.485 5.099 4.591  0.13
H7 -1.720 3.922 4.491  0.13
H8 -2.155 2.368 2.624  0.12
O1 -4.714 0.380 0.352  0.24
C9 -3.435 0.431 0.531  -0.41
O2 -2.664 1.091 -0.182  -0.07
C10 -2.877 -0.341 1.665  -0.17
C11 -3.557 -1.066 2.618  0.07
C12 -2.797 -1.665 3.630  0.04
C13 -1.421 -1.518 3.649  0.07
C14 -0.821 -0.783 2.629  -0.17
N4 -1.543 -0.222 1.676  0.04
C15 0.672 -0.531 2.467  -0.55
O3 1.452 -0.829 3.321  0.17
O4 0.935 0.064 1.315  -0.21
H9 -4.995 0.920 -0.409  0.18
H10 -4.633 -1.161 2.585  0.14
H11 -3.293 -2.241 4.401  0.14
H12 -0.800 -1.955 4.420  0.15
C16 0.466 -3.331 0.718  -0.11
C17 -0.273 -3.073 -0.593  -0.37
P1 -0.018 -1.435 -1.375  0.89
C18 1.775 -1.359 -1.776  -0.38
C19 2.461 -2.668 -2.171  -0.11
C20 -0.965 -1.578 -2.935  -0.40
C21 -0.378 -2.470 -4.026  -0.12
H13 0.499 -4.401 0.919  0.09
H14 -0.038 -2.870 1.565  0.05
H15 1.492 -2.966 0.704  0.08
H16 -1.350 -3.213 -0.471  0.09
H17 0.038 -3.802 -1.347  0.08
H18 2.276 -0.924 -0.906  0.07
H19 1.862 -0.623 -2.581  0.04
H20 2.455 -3.393 -1.359  0.07
H21 3.504 -2.467 -2.414  0.09
H22 2.003 -3.132 -3.041  0.06
H23 -1.111 -0.567 -3.313  0.02
H24 -1.954 -1.943 -2.634  0.09
H25 0.584 -2.092 -4.370  0.07
H26 -1.049 -2.481 -4.884  0.09
H27 -0.249 -3.502 -3.699  0.07

Total charge: +2
Calculated total energy: -2521.855412 hartree
HOMO: -14.21 eV
LUMO energy: -7.41 eV
F_max: 0.6 eV/A

=====

Computed, not measured: the molecule C21H27N3O2, with ωB97M-V/def2-TZVPD.

Each line ends with the Löwdin charge.
Element x y z (Å)
C1 -5.943 -2.388 -1.843  -0.10
H1 -5.784 -3.217 -2.532  0.09
O1 -4.663 -2.003 -1.408  -0.08
C2 -4.564 -0.969 -0.520  -0.27
C3 -5.637 -0.253 -0.010  -0.04
C4 -5.382 0.772 0.888  -0.09
C5 -4.099 1.089 1.275  -0.04
C6 -3.002 0.386 0.757  -0.22
C7 -3.263 -0.644 -0.143  0.05
H2 -2.477 -1.229 -0.590  0.11
N1 -1.721 0.679 1.211  -0.10
C8 -0.594 -0.138 0.821  -0.15
C9 0.034 0.342 -0.491  -0.15
N2 0.459 1.726 -0.330  -0.19
C10 -0.685 2.554 0.012  -0.16
C11 -1.301 2.059 1.326  -0.14
H3 -2.142 2.697 1.591  0.11
H4 -0.549 2.121 2.120  0.13
H5 -0.346 3.586 0.132  0.12
H6 -1.458 2.529 -0.778  0.13
C12 1.171 2.204 -1.502  -0.10
C13 2.549 1.550 -1.601  -0.49
O2 3.085 1.288 -2.657  0.07
N3 3.107 1.348 -0.391  0.10
H7 2.507 1.511 0.406  0.13
C14 4.307 0.559 -0.197  -0.32
C15 3.939 -0.872 0.134  -0.19
C16 4.392 -1.919 -0.657  -0.03
C17 4.031 -3.224 -0.371  -0.08
C18 3.205 -3.497 0.706  -0.09
C19 2.745 -2.459 1.498  -0.08
C20 3.112 -1.156 1.215  -0.05
H8 2.750 -0.354 1.843  0.11
H9 2.098 -2.664 2.338  0.10
H10 2.918 -4.514 0.926  0.10
H11 4.391 -4.029 -0.994  0.10
H12 5.026 -1.708 -1.505  0.12
C21 5.177 1.183 0.892  -0.03
H13 4.652 1.190 1.844  0.07
H14 6.092 0.609 1.007  0.08
H15 5.433 2.205 0.625  0.08
H16 4.837 0.581 -1.155  0.14
H17 1.324 3.284 -1.405  0.13
H18 0.629 2.021 -2.443  0.14
H19 0.905 -0.272 -0.733  0.12
H20 -0.697 0.246 -1.311  0.13
H21 -0.891 -1.182 0.751  0.12
H22 0.155 -0.051 1.616  0.12
H23 -3.951 1.870 2.003  0.10
H24 -6.212 1.327 1.301  0.10
H25 -6.654 -0.477 -0.289  0.10
H26 -6.452 -1.574 -2.370  0.09
H27 -6.567 -2.727 -1.010  0.09

Calculated total energy: -1131.174555 hartree
HOMO: -7.73 eV
LUMO energy: 0.74 eV
Structure (SMILES): COc1cccc(N2CCN(CC(=O)N[C@@H](C)c3ccccc3)CC2)c1
F_max: 0.5 eV/A

=====

Computed, not measured: the molecule C21H27N3O3, with ωB97M-V/def2-TZVPD.

Each line ends with the Löwdin charge.
Element x y z (Å)
C1 -0.634 4.676 5.302  -0.07
C2 -0.462 4.422 3.814  -0.29
O1 0.790 3.810 3.602  -0.15
C3 1.036 3.504 2.252  -0.24
C4 2.383 2.793 2.159  -0.13
H1 3.143 3.430 2.610  0.12
H2 2.333 1.870 2.738  0.12
C5 2.792 2.460 0.723  -0.14
N1 1.843 1.570 0.079  -0.04
C6 1.905 0.252 0.329  -0.41
O2 2.779 -0.260 1.002  0.08
C7 0.806 -0.611 -0.277  -0.16
N2 -0.436 0.066 -0.611  0.06
C8 -0.522 1.408 -0.642  -0.42
O3 -1.549 2.057 -0.611  0.07
C9 0.830 2.106 -0.791  -0.04
H3 1.133 2.004 -1.846  0.14
H4 0.683 3.166 -0.584  0.13
C10 -1.604 -0.817 -0.800  -0.41
C11 -1.089 -2.100 -1.392  -0.16
C12 0.192 -2.364 -1.792  -0.11
C13 0.193 -3.660 -2.384  -0.11
C14 1.175 -4.466 -2.958  -0.03
C15 0.809 -5.700 -3.445  -0.10
C16 -0.513 -6.149 -3.374  -0.10
C17 -1.504 -5.374 -2.811  -0.03
C18 -1.143 -4.128 -2.318  -0.20
N3 -1.898 -3.160 -1.715  0.15
H5 -2.883 -3.225 -1.528  0.16
H6 -2.525 -5.721 -2.755  0.11
H7 -0.759 -7.123 -3.768  0.10
H8 1.554 -6.341 -3.893  0.10
H9 2.198 -4.125 -3.016  0.11
C19 1.306 -1.421 -1.484  -0.04
H10 2.219 -1.955 -1.220  0.13
H11 1.523 -0.759 -2.328  0.13
C20 -2.586 -0.219 -1.818  -0.01
H12 -3.021 0.701 -1.444  0.08
H13 -3.382 -0.932 -2.017  0.08
H14 -2.069 -0.007 -2.752  0.10
C21 -2.304 -1.036 0.548  0.01
H15 -1.625 -1.492 1.265  0.09
H16 -2.635 -0.077 0.937  0.09
H17 -3.170 -1.682 0.431  0.08
H18 0.574 -1.345 0.509  0.17
H19 3.757 1.948 0.746  0.13
H20 2.878 3.367 0.122  0.13
H21 0.228 2.863 1.864  0.12
H22 1.049 4.432 1.654  0.13
H23 -1.266 3.767 3.440  0.12
H24 -0.516 5.369 3.254  0.12
H25 0.159 5.327 5.659  0.07
H26 -1.596 5.145 5.490  0.07
H27 -0.580 3.737 5.845  0.07

Calculated total energy: -1206.456278 hartree
HOMO: -7.99 eV
LUMO energy: 0.62 eV
Structure (SMILES): CCOCCCN1CC(=O)N2[C@@H](Cc3c([nH]c4ccccc34)C2(C)C)C1=O
F_max: 0.8 eV/A

=====

Computed, not measured: the molecule C21H27N3O5S in a non-equilibrium geometry, with ωB97M-V/def2-TZVPD.

Each line ends with the Löwdin charge.
Element x y z (Å)
C1 -1.478 -1.517 -1.928  -0.05
C2 -0.993 -1.862 -0.523  -0.22
O1 0.416 -1.811 -0.393  -0.05
C3 1.042 -0.622 -0.165  -0.17
C4 0.395 0.602 -0.139  0.03
C5 1.098 1.761 0.182  -0.14
C6 2.439 1.698 0.484  0.06
C7 3.126 0.481 0.411  -0.18
C8 2.435 -0.686 0.058  -0.13
O2 3.110 -1.888 -0.012  -0.07
C9 3.034 -2.601 -1.239  -0.23
C10 3.522 -1.785 -2.431  -0.05
H1 2.875 -0.923 -2.590  0.08
H2 3.511 -2.402 -3.325  0.08
H3 4.536 -1.428 -2.263  0.07
H4 2.012 -2.951 -1.416  0.11
H5 3.682 -3.466 -1.076  0.13
O3 4.445 0.584 0.696  -0.03
C11 5.252 -0.551 0.972  -0.24
C12 6.521 -0.043 1.641  -0.06
H6 6.275 0.468 2.568  0.08
H7 7.032 0.658 0.986  0.08
H8 7.182 -0.877 1.858  0.08
H9 4.719 -1.243 1.630  0.13
H10 5.502 -1.075 0.042  0.12
H11 2.992 2.580 0.759  0.13
C13 0.285 3.010 0.264  -0.46
O4 0.036 3.600 1.297  0.08
N1 -0.240 3.384 -0.934  0.08
H12 -0.056 2.797 -1.734  0.15
C14 -1.425 4.217 -1.006  -0.07
C15 -2.616 3.252 -0.919  -0.45
O5 -3.266 2.922 -1.886  0.07
N2 -2.733 2.721 0.331  0.06
N3 -3.309 1.558 0.725  0.08
C16 -3.990 0.814 -0.062  -0.16
C17 -4.478 -0.446 0.404  -0.48
C18 -4.369 -1.026 1.652  -0.32
C19 -4.972 -2.301 1.691  -0.14
C20 -5.520 -2.678 0.505  -0.40
S1 -5.325 -1.483 -0.709  1.03
H13 -6.033 -3.589 0.269  0.06
H14 -4.997 -2.915 2.574  0.11
C21 -3.697 -0.382 2.812  -0.05
H15 -3.798 -0.999 3.701  0.08
H16 -4.129 0.600 2.996  0.08
H17 -2.641 -0.226 2.600  0.08
H18 -4.210 1.061 -1.099  0.11
H19 -2.152 3.108 1.070  0.13
H20 -1.451 4.756 -1.953  0.13
H21 -1.403 4.915 -0.167  0.13
H22 -0.667 0.666 -0.316  0.10
H23 -1.243 -2.902 -0.297  0.13
H24 -1.476 -1.224 0.226  0.11
H25 -1.252 -0.485 -2.186  0.07
H26 -0.998 -2.165 -2.656  0.08
H27 -2.554 -1.661 -1.983  0.05

Calculated total energy: -1755.041082 hartree
HOMO: -8.29 eV
LUMO energy: 0.30 eV
Structure (SMILES): CCOc1cc(C(=O)NCC(=O)N/N=C/c2sccc2C)cc(OCC)c1OCC
F_max: 1.1 eV/A